# 1
This record from the Open Molecules 2025 dataset describes 3 unconnected molecules or ions with the total composition C27H54F3N5O4. The level of theory is ωB97M-V/def2-TZVPD.

XYZ file:
```
93
Properties=species:S:1:pos:R:3:forces:R:3
C 4.537 0.173 -1.023 -0.04 -0.03 0.07
C 4.116 1.409 -1.832 -0.06 0.04 -0.02
C 3.199 2.335 -1.031 -0.11 -0.10 -0.03
C 2.639 3.503 -1.862 0.03 0.14 -0.01
C 1.162 3.948 -1.595 0.14 0.04 -0.03
C 1.038 5.283 -2.220 0.08 -0.72 0.44
N 0.981 6.333 -2.663 0.03 0.65 -0.31
C 1.022 4.239 -0.076 -0.15 -0.16 -0.17
F -0.108 4.897 0.207 -0.02 0.30 0.08
F 1.025 3.128 0.675 0.17 -0.03 0.11
F 2.035 4.995 0.348 0.18 0.14 0.04
C 0.022 2.966 -2.183 -0.16 -0.14 -0.03
C 0.619 1.728 -2.888 -0.03 0.10 0.02
C -0.725 3.692 -3.237 0.55 -0.33 0.59
N -1.283 4.238 -4.070 -0.47 0.23 -0.53
C -1.036 2.555 -1.117 -0.08 -0.12 0.01
C -2.219 1.692 -1.618 0.00 0.11 -0.01
C -2.405 0.361 -0.871 -0.11 -0.08 0.03
C -1.560 -0.830 -1.365 0.05 -0.03 0.13
C -0.489 -1.368 -0.386 0.00 -0.07 -0.08
N 0.258 -0.415 0.425 0.11 -0.10 0.01
H 3.924 -0.696 -1.279 0.05 0.09 0.07
H 5.582 -0.094 -1.192 -0.09 -0.01 -0.04
H 4.413 0.343 0.052 0.06 0.02 -0.11
H 4.998 1.969 -2.161 -0.10 -0.01 0.00
H 3.583 1.095 -2.737 0.15 0.05 0.02
H 2.393 1.736 -0.599 0.08 0.02 -0.03
H 3.761 2.739 -0.184 -0.14 -0.07 0.01
H 3.248 4.390 -1.673 -0.02 -0.08 -0.09
H 2.737 3.308 -2.932 -0.07 -0.03 0.10
H 1.158 1.085 -2.195 0.02 0.04 0.03
H -0.193 1.147 -3.319 0.02 0.03 0.02
H 1.279 2.012 -3.707 -0.03 -0.02 0.08
H -0.537 2.025 -0.303 -0.10 0.09 -0.24
H -1.444 3.479 -0.703 0.05 -0.28 -0.05
H -2.163 1.513 -2.697 0.00 -0.02 0.08
H -3.128 2.284 -1.477 0.09 -0.06 -0.09
H -3.463 0.086 -0.949 0.09 0.05 -0.02
H -2.231 0.538 0.197 -0.06 -0.01 -0.11
H -2.231 -1.668 -1.583 0.11 0.06 -0.05
H -1.082 -0.591 -2.319 -0.01 0.11 0.03
H -0.948 -2.090 0.297 0.01 0.14 -0.01
H 0.238 -1.949 -0.961 -0.11 -0.01 0.09
H -0.316 0.063 1.107 -0.02 0.04 -0.08
H 0.747 0.272 -0.133 -0.05 0.01 0.02
C -4.612 2.147 1.113 0.04 -0.03 0.00
O -3.381 2.370 1.773 -0.02 -0.03 0.03
C -2.987 3.738 1.832 0.01 0.06 -0.07
C -2.894 4.197 3.269 -0.04 -0.05 0.05
N -4.207 4.198 3.893 0.04 -0.10 0.00
C -4.210 4.522 5.313 -0.05 0.05 -0.04
C -3.491 3.564 6.255 0.05 0.02 0.04
O -4.083 2.280 6.313 -0.02 -0.03 -0.02
C -3.565 1.327 5.407 -0.04 -0.03 0.02
H -4.773 1.070 1.094 -0.02 0.01 0.01
H -5.450 2.626 1.630 0.02 0.03 0.01
H -4.582 2.515 0.083 -0.05 0.01 0.01
H -3.702 4.359 1.283 0.01 0.02 0.03
H -2.007 3.836 1.357 -0.07 -0.03 0.05
H -2.493 5.215 3.286 0.00 0.00 0.01
H -2.169 3.548 3.781 0.04 0.02 -0.01
H -4.634 3.289 3.758 -0.02 0.02 0.01
H -5.251 4.593 5.637 0.01 0.00 0.00
H -3.770 5.517 5.439 0.00 0.00 0.00
H -3.552 3.979 7.264 0.00 -0.02 0.00
H -2.427 3.470 6.006 -0.01 0.02 -0.02
H -2.494 1.475 5.242 0.01 -0.01 0.01
H -4.071 1.352 4.437 0.05 0.03 -0.02
H -3.717 0.341 5.847 0.00 0.01 0.01
C 4.688 -6.505 -3.148 0.03 -0.03 -0.04
O 3.524 -7.263 -2.899 -0.05 0.09 0.05
C 3.596 -8.084 -1.740 0.07 -0.05 0.00
C 2.527 -7.685 -0.748 -0.03 0.07 -0.02
N 2.780 -6.349 -0.233 -0.05 0.00 -0.09
C 1.742 -5.821 0.641 0.07 0.00 0.04
C 0.362 -5.591 0.036 -0.04 -0.01 0.04
O 0.344 -4.589 -0.965 0.02 0.01 -0.05
C 0.573 -5.036 -2.287 -0.02 0.05 -0.01
H 4.522 -5.954 -4.072 0.00 0.00 0.00
H 4.897 -5.794 -2.341 -0.01 -0.02 0.02
H 5.565 -7.149 -3.276 0.01 0.00 -0.01
H 4.586 -7.999 -1.280 -0.02 0.00 0.04
H 3.444 -9.124 -2.042 0.02 0.00 -0.02
H 2.536 -8.393 0.086 -0.01 0.00 0.01
H 1.554 -7.780 -1.251 0.00 -0.04 0.01
H 2.913 -5.718 -1.014 0.02 0.00 0.02
H 2.094 -4.867 1.040 -0.01 -0.01 0.00
H 1.630 -6.501 1.492 0.00 0.00 0.00
H -0.297 -5.239 0.834 -0.01 0.01 -0.02
H -0.073 -6.517 -0.360 0.04 -0.01 0.01
H 0.183 -6.046 -2.441 -0.01 0.00 -0.02
H 1.634 -5.031 -2.553 0.00 -0.06 0.01
H 0.049 -4.354 -2.958 0.00 0.00 0.01
```
Positions in Å, forces in eV/Å.

Properties
LUMO energy = 0.5 eV
Energy above the lowest of the compared OMol25 structures with the same formula, charge and spin = 0.0 kJ/mol
HOMO energy = -8.75 eV
E_tot = -52664.5533 eV
HOMO-LUMO gap = 9.2 eV
SMILES = CCCC[C@](C#N)(C(F)(F)F)[C@](C)(C#N)CCCCCN.COCCNCCOC.COCCNCCOC

---

# 2
This record from the Open Molecules 2025 dataset describes 8 unconnected molecules or ions with the total composition C45H60BBrN9O4Si. The level of theory is ωB97M-V/def2-TZVPD.

XYZ file:
```
121
Properties=species:S:1:pos:R:3:forces:R:3
C -3.337 3.078 0.243 -0.34 -0.49 -0.18
C -4.372 2.275 1.073 1.79 0.16 -0.19
O -5.339 3.137 1.644 -0.71 -0.18 -0.22
C -3.579 1.471 2.128 -0.04 -0.22 -0.49
N -4.050 0.099 2.259 -0.06 0.32 0.44
C -3.574 -0.542 3.485 0.38 -0.43 0.04
C -2.042 -0.699 3.557 -0.49 -0.36 0.28
O -1.668 -1.912 2.961 0.91 -0.08 0.36
B -0.353 -1.781 2.352 -0.79 -0.47 -1.28
O 0.229 -3.013 1.738 -0.17 -0.02 0.08
C 1.460 -2.500 1.313 0.87 0.18 0.50
Si 2.638 -3.854 0.681 0.05 -0.54 -0.88
C 2.201 -5.581 1.375 0.35 0.36 0.48
C 2.297 -3.987 -1.200 -0.70 0.58 1.14
C 4.486 -3.458 0.857 -1.01 0.26 0.30
C 1.897 -1.488 2.481 -1.48 -0.65 -0.13
N 3.126 -1.717 3.168 0.20 -0.03 -0.32
Br 2.207 0.304 1.560 0.46 0.66 -0.14
O 0.775 -1.370 3.244 0.94 0.24 0.23
H -3.802 3.862 -0.359 0.00 0.00 0.30
H -2.847 2.388 -0.459 0.02 0.07 0.26
H -2.565 3.493 0.899 -0.18 0.21 -0.15
H -4.835 1.565 0.377 -0.43 0.19 0.36
H -5.052 3.394 2.521 0.19 -0.02 0.10
H -2.536 1.433 1.793 -0.16 -0.05 0.14
H -3.559 2.018 3.097 -0.17 0.02 -0.16
H -5.063 0.090 2.285 -0.02 0.00 -0.01
H -3.933 -0.042 4.409 0.05 0.20 -0.27
H -3.985 -1.558 3.498 0.07 0.17 0.06
H -1.498 0.137 3.091 -0.22 0.00 0.05
H -1.756 -0.702 4.624 -0.02 0.06 -0.15
H -0.457 -0.995 1.404 0.03 0.51 0.09
H 1.345 -1.840 0.434 -0.21 -0.20 0.08
H 2.936 -6.326 1.036 -0.26 0.12 -0.14
H 1.186 -5.854 1.067 0.22 -0.01 0.00
H 2.228 -5.608 2.475 -0.12 0.07 -0.20
H 1.225 -3.765 -1.329 0.22 -0.12 -0.10
H 2.870 -3.214 -1.724 -0.08 -0.28 -0.09
H 2.535 -4.977 -1.570 -0.02 0.12 -0.17
H 4.623 -2.432 0.487 0.14 -0.28 -0.09
H 5.092 -4.180 0.307 0.07 0.17 0.09
H 4.734 -3.424 1.915 0.32 -0.05 -0.20
H 3.389 -0.915 3.721 -0.08 -0.07 0.21
H 3.090 -2.561 3.724 -0.23 0.05 0.14
N -2.359 6.062 -0.355 0.18 0.38 -0.20
C -2.923 7.203 -0.759 -0.06 -0.30 -0.01
C -2.387 8.017 -1.746 0.09 -0.06 -0.05
C -1.200 7.629 -2.346 0.00 0.05 -0.03
C -0.598 6.449 -1.938 -0.01 0.07 -0.07
C -1.217 5.707 -0.945 -0.11 -0.15 0.21
H -3.846 7.466 -0.261 0.00 0.08 -0.03
H -2.888 8.932 -2.035 -0.02 0.00 0.03
H -0.749 8.238 -3.121 0.00 0.00 0.01
H 0.330 6.110 -2.379 0.01 0.00 0.03
H -0.784 4.774 -0.595 0.05 0.00 -0.04
N -6.914 -1.879 3.075 -0.32 0.01 -0.05
C -7.690 -1.291 2.162 0.24 0.00 0.07
C -9.042 -1.560 2.011 -0.03 -0.05 0.03
C -9.623 -2.494 2.853 -0.06 -0.02 0.00
C -8.834 -3.118 3.806 -0.04 0.03 -0.05
C -7.493 -2.774 3.875 0.24 0.08 -0.01
H -7.192 -0.570 1.523 -0.06 0.01 -0.05
H -9.622 -1.050 1.254 0.03 0.01 -0.01
H -10.676 -2.734 2.767 0.01 0.00 0.00
H -9.249 -3.854 4.481 0.03 0.00 0.01
H -6.837 -3.233 4.607 -0.04 -0.04 0.02
N 6.542 -4.487 3.081 0.28 -0.35 0.33
C 7.833 -4.792 3.224 -0.15 0.15 -0.07
C 8.290 -5.958 3.820 -0.02 -0.04 0.01
C 7.354 -6.860 4.298 0.01 -0.06 0.03
C 6.008 -6.563 4.161 0.08 -0.03 0.01
C 5.658 -5.370 3.547 -0.03 0.24 -0.12
H 8.528 -4.055 2.837 0.05 -0.03 0.02
H 9.351 -6.152 3.905 0.00 0.02 -0.01
H 7.669 -7.782 4.771 0.00 0.01 0.00
H 5.245 -7.240 4.521 -0.03 0.02 -0.02
H 4.616 -5.099 3.412 -0.02 -0.07 0.00
N 1.303 5.678 -6.774 -0.04 -0.20 0.10
C 0.565 5.588 -5.665 0.09 0.13 -0.15
C 0.298 4.397 -5.009 -0.01 -0.05 0.01
C 0.823 3.227 -5.533 0.00 -0.09 0.02
C 1.591 3.297 -6.684 -0.04 0.02 0.05
C 1.800 4.540 -7.260 -0.01 0.21 -0.04
H 0.171 6.528 -5.292 -0.04 -0.03 0.06
H -0.306 4.386 -4.112 -0.02 0.02 -0.01
H 0.637 2.276 -5.050 0.00 0.02 0.01
H 2.020 2.407 -7.125 0.02 0.02 -0.01
H 2.398 4.642 -8.159 0.01 -0.07 -0.01
N -3.785 8.989 1.635 0.07 0.32 0.29
C -2.709 8.560 2.297 -0.13 -0.17 -0.16
C -2.010 9.332 3.213 -0.04 0.09 0.02
C -2.450 10.623 3.455 0.04 0.03 0.04
C -3.566 11.088 2.777 0.04 -0.01 0.02
C -4.194 10.234 1.884 -0.04 -0.18 -0.10
H -2.400 7.545 2.072 0.04 0.00 0.02
H -1.145 8.931 3.721 -0.01 -0.03 -0.02
H -1.932 11.258 4.162 0.00 0.00 -0.01
H -3.941 12.090 2.937 -0.02 -0.01 -0.02
H -5.072 10.554 1.333 0.00 0.06 0.03
N 1.653 -3.643 -4.374 -0.24 0.16 -0.39
C 1.721 -2.477 -5.016 0.10 -0.15 0.13
C 0.650 -1.899 -5.680 -0.04 -0.01 0.01
C -0.561 -2.572 -5.679 -0.05 0.01 -0.03
C -0.652 -3.786 -5.017 0.01 0.08 -0.04
C 0.479 -4.273 -4.382 0.20 -0.08 0.12
H 2.689 -1.987 -4.990 -0.02 0.06 -0.02
H 0.762 -0.948 -6.182 0.02 0.00 0.01
H -1.423 -2.155 -6.185 0.00 0.00 0.01
H -1.579 -4.341 -4.991 0.01 -0.01 0.03
H 0.456 -5.216 -3.846 -0.05 0.00 0.02
N 4.647 -5.178 -2.504 0.72 -0.32 -0.29
C 5.714 -5.772 -1.968 -0.22 0.06 -0.01
C 6.914 -5.956 -2.638 0.02 0.01 -0.03
C 7.012 -5.500 -3.943 0.04 0.01 -0.07
C 5.913 -4.882 -4.519 0.09 -0.05 0.09
C 4.759 -4.744 -3.760 -0.24 0.14 0.00
H 5.590 -6.115 -0.946 0.06 -0.02 0.01
H 7.748 -6.443 -2.150 -0.02 0.00 0.02
H 7.931 -5.625 -4.502 0.00 0.00 0.01
H 5.949 -4.514 -5.535 -0.02 0.01 0.01
H 3.869 -4.263 -4.170 0.14 -0.14 0.13
```
Positions in Å, forces in eV/Å.

Properties
LUMO energy = 2.1 eV
Net charge = -1
HOMO energy = -4.58 eV
E_tot = -147837.9776 eV
HOMO-LUMO gap = 6.7 eV

---

# 3
This record from the Open Molecules 2025 dataset describes 2 unconnected molecules or ions with the total composition C6H12O. The level of theory is ωB97M-V/def2-TZVPD.

XYZ file:
```
19
Properties=species:S:1:pos:R:3:forces:R:3
C -0.651 -1.561 -0.572 0.18 -0.01 -0.12
C -0.184 -0.148 -1.003 0.31 0.11 -0.53
C -1.779 0.852 1.262 -0.23 0.31 0.28
C -0.964 1.895 1.339 -0.41 0.01 0.22
O 1.227 1.535 0.013 0.17 -0.44 -0.27
C 1.059 0.390 -0.342 0.28 0.23 0.19
C 2.219 -0.590 -0.369 0.16 -0.01 0.19
H -1.733 -1.714 -0.684 0.32 0.29 -0.16
H -0.154 -2.332 -1.165 -0.03 -0.01 0.07
H -0.438 -1.777 0.484 0.06 0.25 -0.26
H -1.006 0.557 -1.118 0.32 0.07 0.37
H -1.868 0.138 2.074 -0.09 0.11 0.02
H -2.412 0.680 0.396 0.13 -0.05 0.12
H -0.397 2.095 2.243 0.07 -0.10 -0.14
H -0.789 2.574 0.512 -0.31 -0.03 0.23
H 0.351 -0.100 -1.970 -0.86 -0.80 -0.54
H 2.074 -1.344 0.409 0.10 0.01 -0.02
H 2.314 -1.120 -1.328 -0.19 0.16 0.23
H 3.132 -0.029 -0.181 0.01 -0.12 0.10
```
Positions in Å, forces in eV/Å.

Properties
LUMO energy = 0.9 eV
Energy above the lowest of the compared OMol25 structures with the same formula, charge and spin = 182.1 kJ/mol
HOMO energy = -9.29 eV
E_tot = -8462.4664 eV
HOMO-LUMO gap = 10.2 eV
SMILES = CCC(C)=O.C=C

---

# 4
This record from the Open Molecules 2025 dataset describes 2 unconnected molecules or ions with the total composition C6H10N2. The level of theory is ωB97M-V/def2-TZVPD.

XYZ file:
```
18
Properties=species:S:1:pos:R:3:forces:R:3
C -0.075 0.779 2.432 2.29 1.28 1.33
C 1.148 -0.326 -1.048 0.01 0.59 -0.05
C 0.756 -1.673 -1.083 1.66 2.16 -0.13
C -0.548 -1.835 -1.476 -2.16 -2.81 -1.09
C -1.429 -0.803 -1.523 -3.08 1.89 -1.98
C -0.941 0.515 -1.374 -2.10 -1.09 0.02
H 0.906 1.565 0.531 0.22 -0.34 3.64
H 1.144 2.282 2.104 0.67 0.84 -0.44
H 0.362 0.681 3.600 -1.36 0.23 -3.17
H -0.987 1.494 2.443 1.25 -1.64 -0.12
H -0.188 -0.234 2.037 -0.70 0.30 0.23
H 2.124 0.123 -0.881 0.46 -1.31 0.16
H 1.598 -2.329 -0.914 -0.63 -0.82 -0.19
H -1.105 -2.731 -1.893 1.69 0.26 1.09
H -2.564 -0.966 -2.008 3.22 0.42 1.79
H -1.670 1.346 -1.340 0.78 -0.24 -0.29
N 1.134 1.397 1.631 -2.34 -0.51 -1.31
N 0.336 0.716 -1.239 0.12 0.79 0.51
```
Positions in Å, forces in eV/Å.

Properties
LUMO energy = 0.8 eV
Energy above the lowest of the compared OMol25 structures with the same formula, charge and spin = 254.8 kJ/mol
HOMO energy = -8.99 eV
E_tot = -9361.7959 eV
HOMO-LUMO gap = 9.8 eV
SMILES = c1ccncc1.CN

---

# 5
This record from the Open Molecules 2025 dataset describes a gas-phase ion, C10H13N2 (charge +1). The level of theory is ωB97M-V/def2-TZVPD.

XYZ file:
```
25
Properties=species:S:1:pos:R:3:forces:R:3
C 4.019 0.172 -0.270 -0.05 0.33 0.71
C 3.452 -1.097 -0.377 0.27 -0.15 -0.83
C 3.231 1.333 0.099 2.65 -0.77 -1.88
C 2.082 -1.249 -0.069 1.45 -0.61 -0.37
C 1.877 1.164 0.176 1.22 -1.38 0.63
C 1.322 -0.120 0.222 0.91 -0.59 -1.25
C -3.380 -0.119 -1.275 1.52 5.22 0.67
C -2.362 -0.894 0.800 0.55 -3.12 -0.58
C -0.837 -1.066 0.541 0.98 -3.53 0.27
C -2.476 1.387 0.340 1.28 3.69 -4.57
N -2.765 0.115 -0.160 -3.26 -0.49 -0.09
N -0.052 -0.129 0.280 -2.11 0.29 0.74
H 5.111 0.195 -0.445 -0.80 0.59 0.04
H 4.086 -1.927 -0.881 -1.32 1.31 1.41
H 3.772 2.319 -0.004 -1.05 -1.09 0.53
H 1.733 -2.282 -0.150 -0.55 0.55 0.10
H 1.238 1.969 0.262 -1.27 1.61 0.24
H -3.552 0.770 -2.024 0.28 -1.96 1.75
H -2.992 -1.872 0.564 1.64 1.90 0.66
H -2.342 -0.698 1.916 -1.06 0.56 -1.43
H -0.496 -2.194 0.674 -0.53 2.13 -0.03
H -3.761 -1.034 -1.413 -0.95 -3.49 -0.99
H -1.426 1.398 0.223 1.54 0.49 0.48
H -2.787 2.259 -0.333 -0.19 -1.47 0.82
H -2.695 1.601 1.305 -1.14 -0.05 2.98
```
Positions in Å, forces in eV/Å.

Properties
LUMO energy = -4.8 eV
Net charge = +1
Energy above the lowest of the compared OMol25 structures with the same formula, charge and spin = 406.5 kJ/mol
HOMO energy = -11.91 eV
E_tot = -13551.1216 eV
HOMO-LUMO gap = 7.1 eV
SMILES = C=[N+](C)C/C=N/c1ccccc1

---

> Number 5 is which compound?

C10H13N2

---

> What is the formula in the first record?

C27H54F3N5O4

---

> Which value of HOMO energy does entry 3 give?

-9.29 eV

---

> Among the records above, which one has the highest E_tot?

C6H12O